A structure of composition C22H15Co2N2O7. Source: the Open Molecules 2025 dataset; level of theory: ωB97M-V with the def2-TZVPD basis set.

For the energy, the calculation gives -4248.9930 Eh. The molar mass is 537.24 g/mol. The calculation puts the strongest force on any atom at 5.833 eV/Å. The gap between HOMO and LUMO is 5.603 eV. The calculation puts the LUMO energy at 0.0752 hartree. As for the relative energy (zero: lowest compared OMol25 entry of this formula, charge and spin): 42.6 kcal per mole. The total charge is -1.

Geometry (Å):
O  4.56504  4.70115  1.03404
C  3.58629  4.23697  1.43584
Co  2.00660  3.69734  2.06105
C  1.56430  5.21114  2.81389
O  1.23716  6.22957  3.25810
C  0.83462  3.89989  0.76892
O  0.05392  4.16792  -0.04449
C  1.40559  2.18532  3.34293
C  0.41983  1.25909  3.03690
C  -0.76924  0.72387  3.40539
C  -1.96920  0.56787  2.59557
C  -3.07402  1.32653  3.04106
C  -4.23735  1.44167  2.29431
C  -4.38527  0.67139  1.13749
C  -3.35865  -0.19459  0.75606
C  -2.17205  -0.27344  1.48374
Co  1.98116  0.93017  2.19039
C  3.67330  1.38673  1.58649
O  4.78150  1.52314  1.28138
C  0.98276  1.08693  0.73490
O  0.26237  1.29508  -0.15478
C  2.24012  -0.75697  2.69119
O  2.29529  -1.88101  2.95998
H  1.79681  2.36307  4.35980
H  -0.94217  0.65321  4.49132
H  -2.97673  1.84469  4.00133
H  -5.03772  2.10493  2.63758
H  -5.33594  0.72693  0.58154
H  -3.51228  -0.81571  -0.12793
H  -1.41962  -1.00152  1.18332
C  0.25958  -4.07849  -6.23697
C  0.58836  -2.92962  -5.29961
O  0.59729  -1.76213  -5.67257
N  0.90603  -3.33097  -3.99263
C  0.70403  -2.61257  -2.80329
C  0.72365  -3.24857  -1.54164
C  0.13362  -2.61180  -0.44974
N  -0.34827  -1.35847  -0.49777
C  -0.34753  -0.74627  -1.69034
C  0.26141  -1.28203  -2.82539
H  1.17928  -4.61707  -6.50040
H  -0.44479  -4.78241  -5.79161
H  -0.20728  -3.70911  -7.15690
H  1.04272  -4.33116  -3.94632
H  1.09062  -4.26572  -1.42582
H  -0.00444  -3.13039  0.49522
H  -0.86789  0.20126  -1.75321
H  0.23716  -0.71586  -3.74830

Atoms 1-2, force components in eV/Å:
O -0.9 -0.5 0.2
C 0.9 0.7 0.1

The molecule C3H5NOS2. Source: the Open Molecules 2025 dataset; level of theory: ωB97M-V with the def2-TZVPD basis set.

As for the structure (SMILES): S/N=C1/COCS1. For the energy, the calculation gives -1043.5939 Eh. The molar mass is 135.21 g/mol. The calculation puts the strongest force on any atom at 4.645 eV/Å. The gap between HOMO and LUMO is 9.199 eV. The calculation puts the LUMO energy at 0.0184 hartree. As for the relative energy (zero: lowest compared OMol25 entry of this formula, charge and spin): 59.8 kcal per mole.

Geometry (Å):
C  -0.12272  -0.44872  0.57319
C  1.18371  0.11045  0.10997
C  -0.06671  0.86032  -1.72354
H  -2.50894  -1.22380  1.69421
H  1.93827  -0.75288  0.36696
H  1.49293  0.81388  1.05558
H  -0.47148  1.92225  -1.52996
H  0.05486  0.69860  -2.79660
N  -0.04986  -0.97400  1.71744
O  1.28636  0.59506  -1.24638
S  -1.52173  -1.33807  2.58913
S  -1.21470  -0.26308  -0.80999

Atoms 1-2, force components in eV/Å:
C 1.1 0.3 -1.7
C 3.7 -0.2 2.8

A cluster of 2 separate species, C2H3ClFI in total. Source: the Open Molecules 2025 dataset; level of theory: ωB97M-V with the def2-TZVPD basis set.

For the energy, the calculation gives -935.6922 Eh. The molar mass is 208.40 g/mol. The calculation puts the strongest force on any atom at 4.014 eV/Å. The gap between HOMO and LUMO is 9.675 eV. The calculation puts the LUMO energy at -0.0105 hartree. As for the relative energy (zero: lowest compared OMol25 entry of this formula, charge and spin): 26.1 kcal per mole.

Geometry (Å):
C  -0.04340  0.43658  0.64818
C  0.36354  -0.40627  -0.49090
F  -1.04177  -0.27187  -1.75399
Cl  1.68986  0.14958  -1.38066
I  -1.75213  -0.32771  1.69028
H  0.77478  0.44773  1.37069
H  -0.26077  1.45620  0.33942
H  0.26988  -1.48423  -0.42300

Atoms 1-2, force components in eV/Å:
C -0.3 0.1 0.3
C -3.0 0.0 -2.7